1.
{
  "formula": "C35H43BiN7P2S3",
  "method": "ωB97M-V/def2-TZVPD",
  "elements": ["Bi", "C", "C", "N", "C", "C", "N", "C", "C", "N", "H", "H", "H", "H", "H", "H", "H", "H", "H", "H", "H", "H", "H", "H", "H", "S", "P", "C", "P", "S", "C", "C", "C", "C", "C", "C", "C", "C", "C", "C", "C", "C", "C", "C", "C", "C", "C", "C", "C", "C", "C", "C", "C", "C", "H", "H", "H", "H", "H", "H", "H", "H", "H", "H", "H", "H", "H", "H", "H", "H", "H", "H", "H", "H", "N", "C", "C", "N", "C", "H", "H", "H", "H", "N", "C", "N", "S", "H", "H", "H", "H"],
  "positions_angstrom": [[0.127, -0.050, -0.062], [-1.712, 2.617, -1.310], [-0.659, 3.515, -0.634], [0.288, 2.728, 0.140], [1.695, 3.079, 0.049], [2.523, 1.987, -0.686], [1.691, 1.178, -1.591], [1.085, 1.913, -2.707], [-0.337, 1.431, -3.013], [-1.167, 1.350, -1.815], [-2.198, 3.182, -2.117], [-2.460, 2.354, -0.568], [-1.201, 4.237, -0.012], [-0.131, 4.101, -1.387], [-0.028, 2.603, 1.104], [2.119, 3.205, 1.047], [1.815, 4.037, -0.463], [2.952, 1.297, 0.041], [3.351, 2.460, -1.222], [2.239, 0.391, -1.928], [1.689, 1.812, -3.613], [1.064, 2.968, -2.452], [-0.296, 0.432, -3.453], [-0.771, 2.110, -3.758], [-1.933, 0.698, -1.961], [-1.079, -2.219, 1.429], [-1.307, -2.697, -0.509], [-0.115, -1.886, -1.556], [1.470, -2.618, -1.214], [2.454, -1.359, 0.071], [2.457, -2.642, -2.740], [3.520, -3.524, -2.918], [4.297, -3.445, -4.064], [4.039, -2.472, -5.018], [2.988, -1.584, -4.838], [2.193, -1.675, -3.706], [1.604, -4.302, -0.570], [1.416, -5.375, -1.444], [1.505, -6.670, -0.968], [1.774, -6.897, 0.376], [1.957, -5.832, 1.243], [1.872, -4.529, 0.774], [-1.541, -4.483, -0.727], [-1.807, -4.930, -2.020], [-2.088, -6.268, -2.238], [-2.109, -7.150, -1.165], [-1.850, -6.700, 0.121], [-1.566, -5.360, 0.347], [-2.928, -2.112, -1.099], [-4.056, -2.393, -0.334], [-5.305, -1.988, -0.771], [-5.432, -1.305, -1.974], [-4.312, -1.043, -2.749], [-3.058, -1.452, -2.315], [3.743, -4.268, -2.166], [5.107, -4.147, -4.212], [4.661, -2.399, -5.901], [2.784, -0.826, -5.584], [1.341, -1.020, -3.570], [1.211, -5.186, -2.491], [1.368, -7.504, -1.644], [1.844, -7.913, 0.744], [2.172, -6.015, 2.288], [2.030, -3.693, 1.442], [-1.796, -4.222, -2.841], [-2.307, -6.621, -3.237], [-2.342, -8.194, -1.334], [-1.879, -7.394, 0.951], [-1.371, -4.991, 1.347], [-3.940, -2.927, 0.602], [-6.184, -2.206, -0.177], [-6.410, -0.985, -2.313], [-4.418, -0.543, -3.705], [-2.174, -1.306, -2.928], [-1.815, 1.025, 4.402], [-2.226, 2.332, 4.430], [-1.527, 2.952, 3.440], [-0.705, 2.048, 2.812], [-0.907, 0.898, 3.412], [-2.148, 0.284, 4.993], [-2.949, 2.698, 5.137], [-1.555, 3.986, 3.138], [-0.428, -0.037, 3.171], [-5.985, 1.327, 1.845], [-5.110, 1.322, 0.824], [-5.532, 1.880, -0.332], [-3.588, 0.667, 0.996], [-6.891, 1.761, 1.779], [-5.681, 0.980, 2.735], [-6.499, 2.128, -0.458], [-4.985, 1.711, -1.156]],
  "atomic_forces_ev_per_a": [[0.0, -0.1, -0.4], [0.2, 0.2, 0.0], [-0.2, -0.2, -0.2], [0.0, 0.3, 0.1], [0.0, -0.1, -0.2], [-0.1, 0.2, 0.1], [-0.1, -0.1, 0.0], [-0.2, 0.0, 0.0], [0.1, 0.0, -0.1], [-0.1, -0.1, 0.1], [0.0, 0.0, 0.0], [-0.1, 0.0, 0.0], [0.0, 0.0, 0.0], [0.1, 0.0, 0.1], [0.1, 0.1, 0.0], [0.0, 0.0, 0.0], [0.0, 0.0, 0.0], [0.1, 0.0, -0.1], [0.0, -0.1, 0.0], [0.1, 0.1, 0.0], [0.0, 0.0, 0.0], [0.1, 0.0, -0.1], [0.0, 0.0, 0.0], [0.0, 0.0, 0.0], [0.0, 0.1, -0.1], [-0.2, -0.2, 0.2], [-0.2, 0.3, -0.7], [0.2, -0.8, 1.3], [0.0, 0.6, -0.4], [0.3, -0.2, 0.2], [-0.1, 0.0, 0.1], [0.0, 0.1, 0.0], [0.0, 0.0, 0.0], [0.0, 0.0, 0.0], [0.0, 0.1, 0.0], [0.0, -0.1, 0.0], [-0.2, 0.1, -0.2], [0.0, 0.0, 0.1], [0.0, 0.0, -0.1], [0.0, 0.0, 0.0], [0.0, -0.1, 0.0], [0.0, 0.0, 0.0], [0.1, 0.2, -0.1], [0.0, -0.1, 0.1], [0.0, 0.1, -0.1], [0.0, -0.1, 0.0], [0.0, -0.1, 0.0], [0.0, 0.0, -0.1], [0.1, 0.0, 0.1], [0.0, 0.0, -0.1], [0.0, -0.1, 0.0], [0.0, 0.1, 0.0], [0.0, 0.1, -0.1], [0.0, -0.1, 0.0], [0.0, 0.0, 0.0], [0.0, 0.0, 0.0], [0.0, 0.0, 0.0], [0.0, 0.0, 0.0], [0.0, 0.0, 0.0], [0.0, -0.1, 0.0], [0.0, 0.0, 0.0], [0.0, 0.0, 0.0], [0.0, 0.0, 0.0], [0.0, 0.0, 0.0], [0.0, -0.1, 0.0], [0.0, 0.0, 0.0], [0.0, 0.0, 0.0], [0.0, 0.0, 0.0], [0.0, 0.0, 0.0], [-0.1, 0.1, 0.0], [0.0, 0.0, 0.0], [0.0, 0.0, 0.0], [0.0, 0.0, 0.0], [0.0, 0.0, 0.0], [0.0, -0.1, 0.0], [0.0, 0.1, 0.0], [0.0, -0.1, 0.0], [0.1, -0.1, 0.0], [0.0, 0.1, 0.0], [0.0, 0.0, 0.0], [0.0, 0.0, 0.0], [0.0, 0.0, 0.1], [0.0, 0.0, 0.0], [-0.2, 0.1, 0.0], [0.1, 0.0, 0.0], [-0.2, 0.0, 0.1], [0.2, -0.1, 0.2], [0.0, 0.0, 0.0], [0.1, 0.0, 0.0], [0.0, 0.0, 0.0], [0.0, 0.0, 0.0]],
  "charge": 1,
  "orbital_gap_ha": 0.29069,
  "homo_ev": -10.003,
  "lumo_ev": -2.09,
  "energy_ha": -3834.58585
}



2.
{
  "formula": "C35H43ClP2Si2Sn",
  "method": "ωB97M-V/def2-TZVPD",
  "elements": ["C", "C", "C", "H", "C", "C", "H", "H", "H", "H", "Sn", "Si", "C", "C", "H", "C", "H", "C", "H", "C", "H", "C", "H", "C", "C", "H", "C", "H", "C", "H", "C", "H", "C", "H", "H", "Si", "C", "C", "H", "C", "H", "C", "H", "C", "H", "C", "H", "C", "C", "H", "C", "H", "C", "H", "C", "H", "C", "H", "H", "Cl", "C", "P", "C", "C", "C", "P", "C", "C", "H", "H", "H", "H", "H", "H", "H", "H", "H", "H", "H", "H", "H", "H", "H", "H"],
  "positions_angstrom": [[1.188, -2.063, -0.475], [1.290, -1.410, -1.731], [2.067, -0.227, -1.546], [0.939, -1.829, -2.666], [2.418, -0.141, -0.149], [1.900, -1.308, 0.490], [2.074, -1.602, 1.518], [0.763, -3.036, -0.290], [2.409, 0.437, -2.339], [3.090, 0.601, 0.277], [-0.040, 0.700, -0.214], [2.156, 4.859, -3.915], [0.884, 5.683, -5.084], [0.398, 6.989, -4.869], [0.643, 7.500, -3.928], [-0.347, 7.662, -5.843], [-0.663, 8.695, -5.691], [-0.676, 7.020, -7.036], [-1.225, 7.558, -7.816], [-0.309, 5.681, -7.205], [-0.629, 5.177, -8.122], [0.436, 5.006, -6.235], [0.697, 3.956, -6.349], [3.248, 6.333, -3.580], [3.623, 7.125, -4.687], [3.227, 6.887, -5.675], [4.457, 8.232, -4.513], [4.770, 8.802, -5.392], [4.876, 8.611, -3.236], [5.531, 9.476, -3.113], [4.467, 7.869, -2.128], [4.783, 8.182, -1.129], [3.679, 6.724, -2.295], [3.359, 6.138, -1.428], [2.916, 3.720, -4.482], [-0.102, 5.646, -1.589], [1.393, 4.620, -0.801], [2.246, 3.677, -1.427], [2.034, 3.168, -2.383], [3.451, 3.247, -0.842], [4.129, 2.602, -1.421], [3.801, 3.661, 0.436], [4.736, 3.323, 0.896], [2.887, 4.469, 1.134], [3.149, 4.766, 2.139], [1.731, 4.950, 0.519], [1.071, 5.605, 1.083], [-0.987, 4.293, -2.601], [-0.497, 2.991, -2.875], [0.245, 2.523, -2.219], [-0.857, 2.308, -4.035], [-0.338, 1.384, -4.296], [-1.823, 2.848, -4.879], [-2.057, 2.354, -5.825], [-2.537, 3.975, -4.453], [-3.399, 4.352, -5.011], [-2.142, 4.666, -3.313], [-2.687, 5.554, -3.019], [-1.072, 6.199, -0.630], [-1.091, 2.887, 0.581], [-3.599, 1.225, -1.570], [-2.391, -0.123, -1.344], [-2.219, -0.877, -2.970], [-3.313, -1.330, -0.316], [-2.585, -1.795, 0.962], [-1.273, -0.759, 1.790], [-2.233, 0.524, 2.728], [-0.503, -2.025, 2.889], [-3.353, 2.053, -0.883], [-4.603, 0.808, -1.397], [-3.512, 1.594, -2.599], [-2.925, -1.726, -3.030], [-2.465, -0.136, -3.747], [-1.208, -1.298, -3.125], [-4.307, -0.909, -0.087], [-3.489, -2.196, -0.966], [-3.335, -1.941, 1.754], [-2.095, -2.752, 0.721], [-3.255, 0.153, 2.914], [-1.767, 0.706, 3.708], [-2.242, 1.496, 2.198], [-1.017, -2.022, 3.857], [-0.605, -3.035, 2.459], [0.571, -1.825, 3.097]],
  "atomic_forces_ev_per_a": [[0.3, 0.6, 0.3], [0.6, 0.6, 0.5], [0.8, -1.0, 0.4], [0.0, 0.2, 0.0], [0.8, -1.1, -1.1], [0.1, 0.5, -0.8], [-0.1, 0.1, -0.1], [-0.2, -0.1, 0.0], [-0.2, 0.0, 0.3], [-0.3, -0.2, 0.0], [0.5, 0.2, 0.1], [-1.1, 1.8, -0.5], [-0.3, -0.6, -0.5], [0.2, 0.1, -0.1], [0.0, -0.1, -0.4], [0.1, -0.2, 0.2], [0.1, -0.3, 0.1], [0.1, -0.3, 0.1], [0.2, -0.3, 0.3], [-0.3, 0.0, -0.3], [0.2, 0.0, 0.3], [0.1, 0.6, 0.2], [0.0, 0.2, -0.3], [0.7, 0.4, 0.3], [0.2, 0.1, 0.6], [0.3, 0.0, 0.2], [-0.1, 0.0, -0.2], [-0.1, -0.1, 0.3], [0.0, -0.2, -0.1], [-0.3, -0.2, 0.0], [0.0, -0.1, 0.0], [-0.1, -0.2, -0.3], [0.0, 0.1, -0.4], [0.3, 0.3, -0.2], [-0.2, -0.1, -0.2], [1.2, -3.0, -0.3], [-0.2, 0.3, 0.5], [0.4, -0.2, 0.2], [-0.1, 0.6, 0.6], [-0.1, 0.0, -0.3], [-0.5, 0.2, 0.3], [-0.6, 0.2, 0.3], [-0.4, 0.2, -0.1], [0.7, -0.2, -0.4], [-0.2, 0.1, 0.1], [0.2, -0.1, -0.1], [0.1, 0.0, 0.0], [-0.8, -0.2, 0.0], [0.4, 0.5, -0.1], [-0.3, 0.4, -0.3], [0.1, 0.2, 0.2], [-0.2, 0.2, 0.1], [-0.6, 0.0, 0.0], [0.0, 0.2, 0.3], [-0.2, -0.2, -0.2], [0.3, -0.2, 0.0], [0.7, -0.1, -0.3], [0.0, 0.2, -0.1], [0.1, 0.3, 0.3], [-0.6, 0.4, 0.3], [-0.1, 0.0, -0.2], [-0.4, 0.7, 0.5], [-0.2, -0.9, -0.7], [-0.2, -0.1, 0.1], [-0.2, -0.3, 0.3], [-0.6, 0.5, -0.8], [-0.2, -0.6, 0.6], [0.2, 0.2, 0.7], [-0.2, -0.4, -0.2], [0.2, 0.5, -0.1], [-0.1, 0.1, 0.2], [0.2, 0.4, -0.2], [0.2, -0.4, 0.2], [-0.4, 0.4, 0.1], [0.5, -0.1, 0.0], [-0.1, 0.0, 0.3], [0.1, -0.4, -0.2], [-0.1, 0.3, 0.4], [0.3, 0.2, 0.0], [0.0, -0.1, -0.2], [0.0, -0.7, 0.0], [0.0, -0.1, -0.1], [0.1, 0.5, 0.0], [-0.8, 0.0, -0.4]],
  "charge": 0,
  "orbital_gap_ha": [0.18780, 0.21850],
  "homo_ev": [-6.115, -6.189],
  "lumo_ev": [-1.00, -0.24],
  "relative_energy_ev": 3.8027,
  "energy_ha": -3295.49926
}